1.
Density functional theory data (the ωB97M-V functional and the def2-TZVPD basis) for a 6-piece molecular cluster, C6H24O6 overall.

Geometry as XYZ:
```
36
Properties=species:S:1:pos:R:3:forces:R:3
C 3.610 1.069 -2.366 -0.5971 0.2421 -0.4718
O 2.735 0.414 -3.296 -0.0143 -0.3444 0.3316
H 4.610 1.155 -2.785 0.1274 -0.0204 0.1956
H 3.198 2.058 -2.155 0.2316 0.0992 0.1180
H 3.611 0.491 -1.447 0.1158 -0.1141 -0.0229
H 2.952 0.684 -4.190 -0.0130 0.0732 -0.0194
C -0.514 0.246 -1.699 -0.1476 -0.2552 0.5278
O 0.476 -0.777 -1.650 -0.0536 0.0667 -0.0444
H -0.064 1.215 -1.484 -0.1210 0.1859 -0.3894
H -1.077 0.204 -2.632 0.1801 0.3049 -0.1748
H -1.240 0.062 -0.905 0.1227 -0.1819 0.0646
H 1.169 -0.537 -2.277 0.1666 -0.0099 -0.1238
C 1.450 -3.426 0.693 0.1725 0.4294 0.4835
O 0.271 -2.833 0.205 -0.4642 -0.0892 -0.0679
H 2.177 -3.693 -0.078 -0.1141 -0.0248 -0.0867
H 1.937 -2.749 1.410 0.2638 -0.0766 -0.1322
H 1.180 -4.315 1.264 -0.0662 -0.0896 -0.2055
H 0.440 -2.158 -0.478 0.2165 -0.1126 0.1535
C -0.753 -0.403 3.027 -0.9208 0.4238 1.6165
O 0.545 -0.969 3.190 -0.9863 -0.1815 -1.3204
H -1.053 -0.048 2.037 0.5697 -0.1263 -0.1845
H -1.540 -1.086 3.381 0.1901 -0.2397 -0.3213
H -0.866 0.426 3.735 0.3695 0.1281 -0.2755
H 0.494 -1.659 2.506 0.7064 -0.0208 0.3371
C 0.194 4.388 0.530 0.4208 -1.0332 1.1101
O 0.853 3.495 -0.384 -0.3112 0.4229 0.2692
H 0.931 4.864 1.186 0.0064 0.5322 -0.4292
H -0.461 5.094 0.039 0.1645 0.0406 -0.3172
H -0.379 3.787 1.249 -0.4166 0.1436 -0.2994
H 1.232 2.835 0.205 0.1611 -0.1632 -0.3226
C -4.299 -1.013 0.728 -0.0743 0.5085 -0.4575
O -5.020 -2.111 0.195 0.0086 -0.1134 0.2447
H -4.796 -0.648 1.625 -0.0035 -0.2965 0.1057
H -3.256 -1.251 0.946 -0.0382 -0.0920 0.1245
H -4.322 -0.175 0.018 0.1507 -0.0269 0.0017
H -4.423 -2.636 -0.343 -0.0026 0.0113 -0.0178
```
Forces are in eV/Å.

Properties
* HOMO-LUMO gap: 0.3836 Ha
* structure (SMILES): CO.CO.CO.CO.CO.CO
* spin multiplicity: 1
* HOMO: -0.366 Eh
* LUMO level: 0.47 eV
* energy relative to the best compared isomer or geometry (same formula, charge and spin): 3.643 eV
* molar mass: 192.3 g mol⁻¹
* E: -18893.3699 eV

Löwdin population analysis, charges in e, atoms 1 to 4: atom 1 (C): -0.121, atom 2 (O): -0.136, atom 3 (H): 0.079, atom 4 (H): 0.075

---

2.
Density functional theory data (the ωB97M-V functional and the def2-TZVPD basis) for C16H17AlBrF6NO7P as an isolated structure.

Geometry as XYZ:
```
50
Properties=species:S:1:pos:R:3:forces:R:3
C 3.430 -1.992 1.033 0.5973 0.6324 -0.6202
C 3.118 -0.519 0.668 -0.7773 -0.7151 1.5820
C 1.994 0.001 1.616 -0.1253 0.0326 -1.0064
C 1.177 1.153 0.937 -0.2953 -0.1276 0.1025
C -0.118 0.545 0.450 0.7132 0.8991 0.6236
C -0.161 -0.027 -0.771 -0.8338 -1.2340 0.3301
C -1.482 -0.654 -1.228 0.5632 1.3440 -0.3629
O -1.640 -0.951 -2.398 0.0044 -0.4165 0.4674
C -2.509 -0.942 -0.167 0.1773 -0.2635 -0.3548
C -3.536 -1.829 -0.492 0.2365 0.2820 0.1562
C -4.484 -2.118 0.472 -0.5366 -0.5451 -0.4616
C -4.421 -1.573 1.745 0.1660 -0.0480 -0.1424
C -3.384 -0.706 2.064 -0.3722 0.0488 0.7472
C -2.438 -0.380 1.119 1.1514 0.4414 -0.6423
C -1.297 0.587 1.404 -1.0441 0.0324 0.5108
O -1.338 1.328 2.364 0.4639 -0.7150 -0.7871
H 4.168 -2.345 0.301 -0.1786 -0.2984 0.3332
H 3.858 -2.101 2.035 -0.1213 0.0221 -0.1560
H 2.533 -2.626 0.971 0.1726 0.1026 0.0020
H 3.988 0.114 0.865 -0.0036 -0.1235 -0.6247
H 2.789 -0.487 -0.376 0.2516 0.4129 0.1208
H 1.326 -0.867 1.793 0.0291 0.3051 0.2327
H 2.377 0.305 2.595 0.0363 -0.0837 -0.2076
H 0.970 1.972 1.631 -0.0763 -0.2320 -0.0658
H 1.706 1.562 0.062 -0.0403 -0.1169 0.1483
H 0.761 -0.009 -1.377 -0.6609 0.4402 -0.5234
H -3.560 -2.264 -1.488 -0.1094 0.1272 0.1504
H -5.292 -2.790 0.186 0.0984 0.1319 0.2659
H -5.170 -1.834 2.487 0.1136 0.1244 -0.1239
H -3.342 -0.292 3.069 0.1440 0.1624 -0.3037
Al -0.084 -2.445 -0.219 0.0799 0.1936 0.1158
N 7.131 -3.491 0.727 0.4714 -2.1514 2.2588
O 6.978 -2.422 -0.138 -0.3808 -1.1981 -2.4027
O 6.157 -3.855 1.331 -0.1050 0.8298 -0.2971
O 8.219 -4.004 0.801 -0.0141 0.8812 -0.3349
Br 6.732 -3.513 -1.758 0.0787 1.6108 0.7961
F -5.542 4.505 0.957 -0.1336 0.0140 0.8552
P -4.603 3.226 0.522 -0.0418 0.4395 0.1013
F -4.974 1.639 0.841 -0.7195 -0.5375 -0.4548
F -3.649 2.610 -0.675 0.1079 -1.0922 0.1103
F -4.278 3.097 2.133 0.8124 0.3729 0.2043
F -3.374 4.309 0.483 -0.3547 0.7118 0.0787
F -5.820 3.136 -0.579 0.3836 -0.2300 -0.8010
C 0.726 2.357 -4.298 -0.0592 0.0594 -0.1357
C 1.395 2.528 -2.924 -0.1708 0.2829 -0.2693
O 1.420 3.672 -2.452 0.1763 -0.1529 0.2385
O 1.858 1.463 -2.415 0.0723 -0.4873 0.4593
H 0.353 3.309 -4.674 0.0158 0.0134 0.0678
H 1.446 1.955 -5.014 -0.0360 -0.1090 0.0432
H -0.112 1.661 -4.218 0.0733 -0.0732 -0.0241
```
Forces are in eV/Å.

Properties
* HOMO-LUMO gap: 0.1181 Ha
* spin multiplicity: 1
* HOMO: -0.180 Eh
* LUMO level: -1.69 eV
* charge: -1
* molar mass: 587.2 g mol⁻¹
* E: -134921.0934 eV

Löwdin population analysis, charges in e, atoms 1 to 4: atom 1 (C): -0.127, atom 2 (C): -0.225, atom 3 (C): -0.176, atom 4 (C): -0.101

---

3.
Density functional theory data (the ωB97M-V functional and the def2-TZVPD basis) for C3H2FLiO3Sn as an isolated structure.

Geometry as XYZ:
```
11
Properties=species:S:1:pos:R:3:forces:R:3
O 0.826 -1.772 -0.594 -0.0675 0.4737 1.2763
C 1.519 -1.033 0.045 1.0196 0.8983 -1.8544
C -0.507 0.816 -0.008 -0.0415 -0.8704 -0.9865
O 0.532 0.420 0.678 0.2968 -0.1504 0.6037
O 2.635 -0.634 0.259 -1.2506 -0.7966 0.5552
C -1.780 0.389 0.073 0.1638 -0.2279 0.0748
Li -1.039 -1.927 -0.977 0.1298 0.3637 0.1315
F -0.143 1.592 -1.044 -0.1698 0.2687 0.1815
H -2.524 0.783 -0.617 0.1896 -0.0763 0.2886
H -2.072 -0.211 0.935 -0.0026 0.2768 -0.1659
Sn 2.553 1.576 1.250 -0.2676 -0.1595 -0.1050
```
Forces are in eV/Å.

Properties
* HOMO-LUMO gap (alpha / beta): 0.2337 / 0.3445 Ha
* spin multiplicity: 2
* HOMO (alpha / beta): -0.392 / -0.499 Eh
* expectation value of S²: 0.7530
* LUMO level (alpha / beta): -4.31 / -4.21 eV
* energy relative to the best compared isomer or geometry (same formula, charge and spin): 0.297 eV
* charge: +1
* molar mass: 230.7 g mol⁻¹
* E: -18033.1703 eV

Löwdin population analysis, charges in e, atoms 1 to 4: atom 1 (O): 0.071, atom 2 (C): -0.466, atom 3 (C): -0.555, atom 4 (O): -0.297

---

4.
Density functional theory data (the ωB97M-V functional and the def2-TZVPD basis) for a 4-piece molecular cluster, C3H13NO4 overall.

Geometry as XYZ:
```
21
Properties=species:S:1:pos:R:3:forces:R:3
C -1.776 1.310 -0.438 -0.3043 0.2841 -0.1648
N -1.468 -0.084 -0.670 0.5015 -0.6440 0.4732
C -1.827 -0.985 0.445 -0.5476 0.9569 -0.7277
C -0.367 -0.412 -1.375 -0.1404 0.0288 -0.0348
O 0.309 0.353 -2.047 0.1375 -0.0303 0.0484
H -1.308 1.906 -1.214 0.1150 0.0600 0.0548
H -2.849 1.471 -0.490 -0.1824 -0.0821 -0.0584
H -1.455 1.634 0.554 0.2260 -0.0594 -0.0372
H -1.724 -2.033 0.182 0.2280 0.0244 -0.0386
H -1.210 -0.673 1.282 -0.3128 -0.4017 0.3312
H -2.879 -0.778 0.648 0.0895 -0.2119 0.2968
H -0.130 -1.483 -1.287 0.0379 -0.0483 -0.1001
O 2.477 -2.133 -0.052 0.0643 0.4615 -0.0425
H 2.393 -1.614 -0.865 -0.0125 -0.1805 0.1283
H 2.848 -1.488 0.568 -0.1475 -0.1974 -0.0955
O 0.409 0.657 2.314 -0.6651 0.6046 0.8729
H 0.933 1.201 1.721 0.3680 -0.5609 -0.4305
H 0.404 -0.267 2.076 0.6454 -0.0330 -0.4366
O 2.288 1.218 -0.091 -0.0297 -0.1573 0.0769
H 1.731 1.009 -0.860 0.0258 0.0788 -0.0850
H 3.199 1.191 -0.399 -0.0968 0.1079 -0.0307
```
Forces are in eV/Å.

Properties
* HOMO-LUMO gap: 0.3826 Ha
* structure (SMILES): CN(C)C=O.O.O.O
* spin multiplicity: 1
* HOMO: -0.363 Eh
* LUMO level: 0.54 eV
* energy relative to the best compared isomer or geometry (same formula, charge and spin): 1.040 eV
* molar mass: 127.1 g mol⁻¹
* E: -13002.1253 eV

Löwdin population analysis, charges in e, atoms 1 to 4: atom 1 (C): -0.044, atom 2 (N): -0.174, atom 3 (C): -0.030, atom 4 (C): -0.340

---

5.
Density functional theory data (the ωB97M-V functional and the def2-TZVPD basis) for a 2-piece molecular cluster, C2H9N3O overall.

Geometry as XYZ:
```
15
Properties=species:S:1:pos:R:3:forces:R:3
C -1.799 0.590 -1.842 0.6823 -0.4717 1.3696
N -0.493 0.238 -1.274 -0.7747 0.1127 0.5703
C -0.403 0.138 0.108 1.2125 -0.8232 0.3696
N 0.761 0.699 0.601 -0.2459 -0.0659 -0.5114
N -1.201 -0.602 0.782 -0.6484 -0.0855 -0.3394
H -2.190 1.501 -1.363 0.1374 0.2054 -0.5489
H -1.684 0.645 -2.913 -0.3403 0.1347 -0.3044
H -2.493 -0.183 -1.501 -0.0004 -0.0800 -0.5371
H 0.378 0.551 -1.664 -0.1404 0.5361 -0.4924
H 1.135 1.503 0.113 0.1967 0.0397 0.1466
H 1.040 0.545 1.556 -0.0907 0.1752 0.1381
H -0.924 -0.662 1.754 -0.0234 0.3794 0.1512
H 3.340 -1.696 1.553 -0.0977 0.1234 -0.0401
H 1.857 -1.471 1.840 0.1840 -0.0666 -0.0644
O 2.676 -1.795 2.250 -0.0510 -0.1139 0.0928
```
Forces are in eV/Å.

Properties
* HOMO-LUMO gap (alpha / beta): 0.1167 / 0.3293 Ha
* spin multiplicity: 2
* HOMO (alpha / beta): 0.034 / -0.182 Eh
* expectation value of S²: 0.7504
* LUMO level (alpha / beta): 4.10 / 4.00 eV
* energy relative to the best compared isomer or geometry (same formula, charge and spin): 0.021 eV
* charge: -1
* molar mass: 91.1 g mol⁻¹
* E: -8736.5919 eV

Löwdin population analysis, charges in e, atoms 1 to 4: atom 1 (C): -0.174, atom 2 (N): -0.068, atom 3 (C): -0.779, atom 4 (N): 0.021

---

6.
Density functional theory data (the ωB97M-V functional and the def2-TZVPD basis) for one molecule with the formula C7H10N4.

Geometry as XYZ:
```
21
Properties=species:S:1:pos:R:3:forces:R:3
C 0.821 0.199 -3.577 -0.2108 0.5556 -0.3358
C 0.639 -0.164 -2.200 0.1349 -0.3086 1.0161
C 0.477 1.093 -1.507 -0.0780 -0.2713 1.8165
C -0.524 -0.629 0.197 -0.4752 1.1714 -0.8609
C -1.765 0.104 2.219 0.0449 -0.2501 -0.0351
C 0.752 -0.076 2.218 -0.0058 -0.0759 -0.0049
C -0.561 -0.666 1.681 0.1221 0.0231 0.1171
N 0.616 1.475 -3.734 0.1633 -0.6717 -1.1497
N 0.692 -1.379 -1.684 0.0265 0.3236 -1.1260
N 0.381 1.981 -2.480 -0.4276 -0.4051 0.4917
N 0.260 -1.472 -0.430 0.3684 -0.6347 0.4296
H 0.969 -0.459 -4.410 0.1091 -0.0201 -0.2671
H -2.694 -0.368 1.903 -0.0556 0.0467 -0.0238
H -1.751 1.123 1.844 0.0080 0.1036 -0.0559
H -1.742 0.131 3.307 -0.0261 -0.0041 0.0942
H 0.716 -0.013 3.304 0.0112 -0.0112 0.0518
H 0.903 0.922 1.813 0.0209 0.0664 -0.0399
H 1.601 -0.695 1.930 0.0956 0.0281 0.0064
H -0.629 -1.716 2.014 0.0370 -0.0078 -0.0756
H 0.286 2.981 -2.393 0.1814 -0.1858 0.0193
H 0.552 -2.372 -0.016 -0.0440 0.5279 -0.0680
```
Forces are in eV/Å.

Properties
* HOMO-LUMO gap (alpha / beta): 0.2488 / 0.2485 Ha
* spin multiplicity: 1
* HOMO (alpha / beta): -0.286 / -0.286 Eh
* LUMO level (alpha / beta): -1.02 / -1.02 eV
* energy relative to the best compared isomer or geometry (same formula, charge and spin): 6.345 eV
* molar mass: 150.2 g mol⁻¹
* E: -13375.5099 eV

Löwdin population analysis, charges in e, atoms 1 to 4: atom 1 (C): -0.106, atom 2 (C): -0.317, atom 3 (C): 0.004, atom 4 (C): 0.002